[1]
ORCA calculation (ωB97M-V/def2-TZVPD) on a 3-piece molecular cluster, C13H31FN2O11PS2 overall.

Summary:
- DFT total energy (a.u.) = -2688.489375
- charge = -1

Each line ends with the natural charge from an NBO analysis.
Cartesian coordinates (Å):
S  -2.6156  3.2655  -6.7961  2.3497
S  5.7867  -0.2964  5.2436  2.3469
P  -0.6905  -1.1945  0.1711  1.6828
F  -4.1097  0.8769  -2.0121  -0.3819
O  0.1897  -1.3231  1.6718  -0.8023
O  -2.1135  2.4370  -7.8711  -0.9304
O  5.1993  -0.2088  3.9240  -0.9107
O  -4.3432  1.5819  0.3075  -0.5353
O  -1.3434  1.1671  1.6928  -0.6159
O  4.7281  0.2885  6.3359  -0.7176
O  6.3485  -1.5281  5.7554  -0.9262
O  -4.0188  2.6388  -6.2537  -0.7175
O  -0.1192  -2.8504  -0.1235  -0.8174
O  -1.7984  3.6274  -5.6577  -0.9153
O  -1.5631  -1.1432  -1.3753  -0.8344
N  -2.2975  -3.2382  1.4287  -0.8344
N  -1.9959  1.4054  -0.6662  -0.7855
C  -3.2933  4.7503  -7.4955  -0.8787
C  -3.5069  1.3330  -0.7039  0.9802
C  -2.3040  -1.7425  1.0999  -0.5337
C  -0.7675  -1.9194  -2.3498  -0.1044
C  -4.0479  1.2767  -5.8547  -0.0814
C  -3.4575  1.0937  -4.4692  -0.6381
C  3.4139  -0.2476  6.3663  -0.0817
C  -1.4001  0.5901  0.4639  0.4354
C  1.4241  -0.5186  1.6602  -0.0653
C  2.6745  -1.1849  0.8322  -0.6613
C  7.0034  0.9865  5.4074  -0.8790
C  -0.4632  -3.3283  -1.5040  -0.0973
C  3.3785  -1.5846  7.0824  -0.6390
H  3.9094  -2.3507  6.5097  0.2258
H  -3.9629  4.4816  -8.3143  0.2467
H  -2.4655  5.3553  -7.8714  0.2492
H  7.8529  0.7298  4.7708  0.2518
H  -1.2488  -2.0262  -3.4235  0.1800
H  3.8667  -1.5152  8.0596  0.2071
H  -2.3776  -1.1876  2.1450  0.2097
H  3.7087  -0.7164  1.1983  0.1986
H  0.3535  -0.5531  -0.6026  -0.1291
H  1.7633  -0.4199  2.7999  0.1676
H  2.7898  0.4668  6.9131  0.1922
H  -1.5270  -3.8469  -1.4184  0.1538
H  1.2838  0.5793  1.2542  0.1721
H  -2.3819  1.2936  -4.4714  0.2230
H  0.3787  -4.0395  -1.9480  0.1746
H  -3.8294  5.2956  -6.7167  0.2520
H  3.0011  -0.3289  5.3552  0.2102
H  -2.7755  -3.2891  2.3781  0.3357
H  -3.5391  0.6431  -6.5889  0.1876
H  -2.9609  -3.6572  0.7332  0.3352
H  -5.0992  0.9709  -5.8380  0.1876
H  2.6921  -2.3532  0.9172  0.2284
H  6.5654  1.9323  5.0841  0.2520
H  -3.6108  0.0698  -4.1159  0.2306
H  -3.9139  1.7886  -3.7572  0.2312
H  -3.2850  -1.4788  0.5082  0.1778
H  2.3470  -1.9208  7.2226  0.2200
H  2.5661  -0.8254  -0.2980  0.2040
H  0.3343  -1.5408  -2.5777  0.1573
H  -1.6548  2.3920  -0.6671  0.4093
H  7.3222  1.0407  6.4498  0.2475

Forces on atoms 1 to 6 (eV/Å):
-0.5301 -0.2656 0.5618
-0.4182 0.1563 0.1243
-0.8591 -1.5530 0.2370
1.8402 1.2472 4.5326
1.5871 2.3698 -1.4040
-0.1269 0.4802 0.9408


[2]
ORCA calculation (ωB97M-V/def2-TZVPD) on C38H37N6O6STi as an isolated structure.

Summary:
- DFT total energy (a.u.) = -3497.136648
- charge = +3
- ΔE to the lowest compared entry with this formula, charge and spin (eV) = 0.056

Each line ends with the Mulliken charge.
Cartesian coordinates (Å):
Ti  -0.5842  0.1119  0.3420  -0.9702
S  1.0645  -3.2263  -2.4946  -0.1986
O  -1.2109  -7.7262  4.1320  -0.5738
O  -3.0101  -7.8894  2.9442  -0.5696
O  1.3919  0.3983  0.4915  0.3314
O  -0.0699  -1.4216  1.5279  -0.3619
O  -0.3890  1.5121  -1.0300  0.4711
O  -1.8869  -1.5518  0.4134  -0.6741
N  4.2294  -0.5979  -0.9616  0.0245
N  -2.0201  -7.3150  3.3315  1.0151
N  -2.5606  0.9541  0.4083  0.3682
N  -0.5995  1.1748  2.2504  0.3531
N  1.5213  2.1161  -2.8622  0.3555
N  0.0315  -1.1789  -1.3526  1.7226
C  -1.8762  1.5676  2.9046  -1.0549
C  0.8763  3.2269  -2.9870  -0.0825
C  -2.3602  4.9440  -2.3912  -0.3116
C  -1.3285  -3.4625  1.7741  0.1844
C  -1.1021  -2.1320  1.2316  1.5931
C  2.2259  0.4225  1.4932  0.2696
C  -2.9603  4.0398  -1.5300  -0.7838
C  0.4362  1.3088  2.9986  -0.1511
C  -0.4580  -3.9799  2.7335  -0.4496
C  -2.4307  -4.1976  1.3208  -0.4391
C  -2.6619  -5.4622  1.8298  -0.8285
C  -2.3094  2.8857  -1.0668  1.0342
C  1.7937  0.8968  2.7513  0.9453
C  3.5848  -0.0241  1.4199  1.0778
C  -1.7799  -5.9491  2.7797  -0.1335
C  3.9691  0.5255  3.8092  -0.5602
C  -3.0754  6.1666  -2.8855  -1.6639
C  -0.3913  3.4831  -2.3883  0.1373
C  4.3832  0.0170  2.5995  -1.0828
C  -2.2827  -0.8450  -4.2367  -1.0105
C  3.7997  1.2522  -2.5342  -0.6272
C  2.6521  0.9676  3.8487  -0.8331
C  0.9308  -2.1160  -1.2186  -0.6879
C  -2.8830  0.4353  2.7966  -0.4340
C  -0.7640  -2.6997  -4.5741  -0.5873
C  -0.6860  -5.2430  3.2473  -0.7385
C  -0.6593  -1.3211  -2.5619  -0.3556
C  2.7854  1.7923  -3.5313  -0.8640
C  -1.7234  -0.5358  -3.0166  -0.3793
C  4.8579  0.5764  5.0157  -1.5088
C  -0.2001  -2.3917  -3.3350  0.9311
C  -1.8049  -1.9122  -5.0124  -0.7564
C  -3.0047  2.0205  -0.1616  -0.3183
C  -3.5054  0.3708  1.4012  -1.0414
C  3.2417  0.0147  -1.8404  1.4992
C  -1.0681  4.6406  -2.7998  -0.8062
C  -1.0047  2.5872  -1.4722  0.5560
C  4.3454  -0.5645  0.3344  -0.6178
H  -3.1164  -0.2635  -4.6068  0.4908
H  -3.0916  -3.7770  0.5754  0.5479
H  4.7112  1.0100  -3.0841  0.4412
H  -2.2482  2.4824  2.4412  0.2851
H  5.8767  0.2851  4.7683  0.3853
H  1.3205  3.9892  -3.6213  0.4929
H  -2.1156  0.2784  -2.4230  0.2832
H  1.5386  -2.1912  -0.3268  0.2426
H  -0.5614  5.3163  -3.4806  0.5112
H  2.2560  1.3643  4.7782  0.5236
H  4.4945  -0.0960  5.7935  0.3662
H  0.2883  1.7567  3.9809  0.3022
H  -3.7502  -0.6428  1.1102  0.3288
H  3.1446  2.6926  -4.0254  0.5052
H  5.2636  -1.0421  0.6597  0.5032
H  4.9993  -1.0537  -1.4374  0.3724
H  -2.3712  6.9474  -3.1666  0.4143
H  -3.7388  6.5697  -2.1221  0.4040
H  2.3775  0.2430  -1.2249  -1.6857
H  -0.0460  -5.6894  3.9934  0.5369
H  -2.2701  -2.1264  -5.9648  0.4522
H  -4.0249  2.3258  0.0682  0.2559
H  -3.9727  4.2257  -1.1859  0.5709
H  -3.6761  0.5882  3.5287  0.5883
H  -3.6798  5.9280  -3.7620  0.3366
H  -4.4213  0.9595  1.3732  0.6786
H  2.5666  1.0478  -4.3003  0.3100
H  0.3845  -3.3968  3.0783  0.5833
H  -3.4978  -6.0699  1.5160  0.5344
H  -1.6764  1.7948  3.9504  0.5995
H  1.0723  1.4202  -2.2681  -0.4317
H  4.8902  1.5829  5.4326  0.3766
H  -0.4052  -3.5316  -5.1648  0.4978
H  -2.3988  -0.5052  3.0679  0.0948
H  2.9554  -0.7428  -2.5750  0.3173
H  4.0561  2.0150  -1.7960  0.2257
H  5.3974  -0.3603  2.5332  0.3446

Forces on atoms 1 to 6 (eV/Å):
-0.2272 0.2852 -0.2105
0.0437 -0.0011 0.0102
-0.0484 0.0308 -0.1090
0.0655 0.0106 -0.0267
-0.1679 0.0128 -0.0069
0.2388 -0.4806 0.2200


[3]
ORCA calculation (ωB97M-V/def2-TZVPD) on C22H28N3NaO5S3Si as an isolated structure.

Summary:
- DFT total energy (a.u.) = -3042.183022
- charge = -2
- ΔE to the lowest compared entry with this formula, charge and spin (eV) = 0.149

Each line ends with the natural charge from an NBO analysis.
Cartesian coordinates (Å):
S  -1.8759  -3.7682  -2.6845  0.2610
S  0.2123  -5.0835  -1.0007  0.2200
S  -2.5965  1.8756  -1.6262  -0.4733
Si  -2.9358  5.0456  -0.5529  1.6750
Na  -0.5447  -0.4500  -0.9798  0.8976
O  -2.2852  -3.2679  1.7351  -0.7786
O  0.2165  -0.7337  2.1336  -0.7428
O  -1.3190  -1.8944  0.2532  -0.8379
O  3.6057  0.3345  0.2047  -0.7013
O  1.5346  -0.8441  -0.6880  -0.8403
N  0.5062  -2.7156  -2.2569  -0.3332
N  1.8199  -2.8595  -1.7936  -0.4704
N  -0.0183  2.1343  -1.0732  -0.5299
C  -1.0163  -1.8108  3.8274  -0.6111
C  0.6734  -3.0752  2.4656  -0.6238
C  1.0930  4.1656  -0.4609  -0.3491
C  3.6756  -1.9033  -0.6657  -0.2036
C  -0.2337  -3.7057  -2.0156  -0.0556
C  -1.4577  -2.4038  1.3916  0.7697
C  -2.6811  6.5191  0.6030  -1.1137
C  -1.5164  -5.4632  -0.6087  -0.5579
C  4.2808  -0.7931  -0.0492  0.3518
C  -4.4360  4.1716  0.1230  -1.1220
C  4.4469  -3.0413  -0.8763  -0.0957
C  -1.3187  4.1219  -0.6614  -0.5767
C  2.2280  -1.8536  -1.0818  0.5706
C  -1.2199  2.7618  -1.0743  0.1084
C  6.3727  -1.9893  0.0834  -0.2058
C  -3.3654  5.7461  -2.2396  -1.1186
C  -2.3531  -5.3092  -1.8684  -0.5344
C  -0.3969  -1.9812  2.4526  0.1298
C  5.6305  -0.8452  0.3103  -0.2975
C  5.7826  -3.1012  -0.5092  -0.3094
C  1.0798  2.8176  -0.7763  0.0636
C  -0.1418  4.8033  -0.3901  -0.1530
H  -4.7736  3.3930  -0.5577  0.2687
H  2.6581  0.1150  -0.0712  0.5172
H  -5.2263  4.9123  0.2789  0.2042
H  6.3565  -4.0036  -0.6804  0.1911
H  2.0207  4.6776  -0.2432  0.1976
H  1.4776  -2.7827  3.1451  0.1930
H  -1.6529  -0.9253  3.8376  0.2099
H  -2.2117  -6.1552  -2.5435  0.1934
H  -2.4563  6.1744  1.6149  0.2290
H  2.0071  2.2537  -0.7937  0.1918
H  0.4526  -0.7751  1.1939  0.4897
H  -1.6217  -2.6836  4.0665  0.2214
H  -0.2321  -1.6820  4.5788  0.1827
H  3.9587  -3.8860  -1.3453  0.2241
H  7.4173  -2.0153  0.3743  0.1884
H  0.2457  -4.0261  2.7899  0.2026
H  -1.8694  7.1755  0.2874  0.2165
H  -1.5511  -6.4904  -0.2415  0.2057
H  -3.5289  4.9304  -2.9465  0.2521
H  -2.5449  6.3604  -2.6177  0.2208
H  -3.5945  7.1188  0.6450  0.2160
H  1.0913  -3.2115  1.4654  0.2250
H  -1.8673  -4.7815  0.1691  0.2832
H  -4.2704  6.3592  -2.2006  0.2100
H  -3.4090  -5.2241  -1.6092  0.2236
H  6.0659  0.0298  0.7760  0.2051
H  -4.2132  3.6900  1.0773  0.2381
H  -0.1746  5.8483  -0.0998  0.1871

Forces on atoms 1 to 6 (eV/Å):
0.1107 0.0427 -0.0029
-0.0525 -0.0540 -0.0070
0.1569 0.0230 0.0322
0.0157 -0.0822 -0.2171
-0.4375 0.8622 -0.8089
-0.1047 -0.1808 0.0816